Entry 1:
C6H9NOS in the gas phase at a distorted geometry. Source: the Open Molecules 2025 dataset; level of theory: the ωB97M-V functional and the def2-TZVPD basis.

Geometry (Å):
S: 2.619 -0.598 -0.061
O: 0.336 -1.657 0.214
N: 1.165 1.577 -0.026
C: -0.975 -1.465 -0.210
C: 1.001 -0.714 0.880
C: -1.182 -0.162 -0.971
C: -1.110 0.897 0.145
C: 0.339 0.871 0.830
C: 2.110 0.995 -0.571
H: 1.293 -0.901 1.969
H: 0.360 1.278 1.904
H: -1.110 1.956 -0.194
H: -2.263 -0.171 -1.336
H: 2.725 1.445 -1.287
H: -1.200 -2.419 -0.848
H: -1.897 0.483 0.847
H: -1.658 -1.534 0.641
H: -0.554 0.121 -1.925

SMILES: C1=N[C@H]2CCCO[C@H]2S1
HOMO-LUMO gap: 9.68 eV
HOMO energy: -8.79 eV
Multiplicity: 1
Relative energy (zero: lowest compared OMol25 entry of this formula, charge and spin): 99.3 kJ/mol

Entry 2:
C6H9NOS in the gas phase at a distorted geometry. Source: the Open Molecules 2025 dataset; level of theory: the ωB97M-V functional and the def2-TZVPD basis.

Geometry (Å):
S: 2.005 -0.043 -0.677
O: 0.047 -2.842 0.241
N: -0.990 0.504 -0.637
C: -0.654 -1.652 -0.061
C: -0.788 1.839 -1.214
C: -2.014 -1.343 0.104
C: 2.485 -1.255 0.612
C: -0.104 -0.446 -0.475
C: -2.175 -0.004 -0.233
H: -1.320 1.977 -2.078
H: 1.788 -2.133 0.540
H: -2.793 -2.163 0.169
H: -2.996 0.585 -0.475
H: 3.626 -1.369 0.450
H: -0.554 -3.699 0.094
H: -1.000 2.620 -0.547
H: 0.280 1.723 -1.518
H: 2.241 -0.760 1.617

SMILES: CSc1c(O)ccn1C
HOMO-LUMO gap: 8.45 eV
HOMO energy: -7.78 eV
Multiplicity: 1
Relative energy (zero: lowest compared OMol25 entry of this formula, charge and spin): 182.2 kJ/mol

Entry 3:
A molecular structure, C6H9NPbS at a distorted geometry. Source: the Open Molecules 2025 dataset; level of theory: the ωB97M-V functional and the def2-TZVPD basis.

Geometry (Å):
Pb: -0.010 -0.484 -2.043
S: 0.894 1.554 -0.647
N: -0.055 -0.562 0.602
C: 0.410 0.350 3.173
C: 0.549 -0.447 -4.326
C: 0.494 0.669 0.793
C: -0.435 -1.304 1.680
C: -0.152 -0.896 2.971
C: 0.703 1.195 2.097
H: -0.086 -1.219 -4.783
H: 1.084 2.217 2.191
H: -0.927 -2.232 1.452
H: 0.596 0.703 4.183
H: -0.095 0.446 -4.472
H: -0.408 -1.554 3.809
H: -1.657 0.920 -0.994
H: -2.415 0.873 -0.861
H: 1.509 -0.230 -4.823

HOMO-LUMO gap (spin up / spin down): 4.41 / 4.17 eV
Charge: +2
HOMO energy (spin up / spin down): -16.65 / -16.61 eV
Multiplicity: 1
Relative energy (zero: lowest compared OMol25 entry of this formula, charge and spin): 124.1 kJ/mol

Entry 4:
C6H9NS in the gas phase at a distorted geometry. Source: the Open Molecules 2025 dataset; level of theory: the ωB97M-V functional and the def2-TZVPD basis.

Geometry (Å):
S: -3.644 0.098 -0.115
N: -1.054 -0.410 -0.039
C: 2.457 -0.374 -0.193
C: 0.108 -1.200 -0.034
C: -2.292 -0.859 0.177
C: -0.847 1.131 -0.138
C: 1.105 -0.068 -0.121
C: 0.637 1.253 0.190
H: 0.140 -1.917 -0.860
H: 0.778 1.432 1.313
H: -1.159 1.770 -1.069
H: 2.904 -1.381 -0.170
H: -2.250 -1.985 0.226
H: 3.298 0.414 -0.122
H: 0.277 -1.638 0.891
H: -1.433 1.654 0.544
H: 0.975 2.081 -0.479

SMILES: C=C1CCN(C=S)C1
HOMO-LUMO gap: 8.66 eV
HOMO energy: -8.21 eV
Multiplicity: 1
Relative energy (zero: lowest compared OMol25 entry of this formula, charge and spin): 226.7 kJ/mol

Entry 5:
A molecular structure, C6H9NS at a distorted geometry. Source: the Open Molecules 2025 dataset; level of theory: the ωB97M-V functional and the def2-TZVPD basis.

Geometry (Å):
S: 0.368 -1.959 -0.685
N: -0.247 1.491 0.289
C: -0.019 -0.877 1.366
C: 1.133 -0.636 0.378
C: 0.934 0.800 -0.291
C: -1.041 0.510 -0.496
C: 0.068 0.684 -1.562
C: -0.960 -0.938 0.137
H: 2.177 -0.846 0.711
H: 1.872 1.336 -0.284
H: -0.220 -0.160 2.117
H: -0.035 1.661 -2.042
H: -0.371 1.459 1.287
H: 0.062 -1.819 1.862
H: 0.247 -0.080 -2.301
H: -2.039 0.805 -0.718
H: -1.930 -1.430 0.230

HOMO-LUMO gap: 9.00 eV
HOMO energy: -8.11 eV
Multiplicity: 1
Relative energy (zero: lowest compared OMol25 entry of this formula, charge and spin): 242.7 kJ/mol

Entry 6:
C6H9NS in the gas phase at a distorted geometry. Source: the Open Molecules 2025 dataset; level of theory: the ωB97M-V functional and the def2-TZVPD basis.

Geometry (Å):
S: 0.874 2.486 -1.885
N: -0.070 -0.208 1.937
C: -0.328 -1.626 -0.982
C: -1.263 -0.455 -0.976
C: 0.429 1.399 -0.734
C: 1.066 0.361 1.496
C: -0.941 0.836 -0.826
C: 1.332 1.031 0.329
H: -0.126 -0.496 2.898
H: -0.548 -2.312 -0.152
H: 2.354 1.394 0.228
H: 1.903 0.254 2.231
H: -2.307 -0.680 -1.155
H: -0.459 -2.182 -1.939
H: 0.732 -1.325 -0.897
H: -1.705 1.605 -0.946
H: -0.943 -0.081 1.375

SMILES: C/C=C\C(=S)/C=C\N
HOMO-LUMO gap: 7.73 eV
HOMO energy: -7.95 eV
Multiplicity: 1
Relative energy (zero: lowest compared OMol25 entry of this formula, charge and spin): 116.6 kJ/mol

Entry 7:
C6H9NS in the gas phase at a distorted geometry. Source: the Open Molecules 2025 dataset; level of theory: the ωB97M-V functional and the def2-TZVPD basis.

Geometry (Å):
S: -2.739 -1.620 0.080
N: -0.096 -1.584 -0.237
C: 1.003 -0.748 -0.017
C: -1.318 -0.805 -0.093
C: -0.963 0.682 -0.315
C: 2.551 -1.011 0.163
C: 0.478 0.586 -0.169
C: -1.706 1.768 0.299
H: -1.376 2.064 1.446
H: -0.121 -2.471 0.138
H: -1.181 0.693 -1.363
H: 2.658 -2.146 -0.199
H: -1.547 2.670 -0.572
H: 3.087 -0.156 -0.337
H: -2.709 1.516 0.097
H: 1.035 1.465 -0.337
H: 2.944 -0.903 1.416

SMILES: CC1=C[C@H](C)C(=S)N1
HOMO-LUMO gap: 8.13 eV
HOMO energy: -7.90 eV
Multiplicity: 1
Relative energy (zero: lowest compared OMol25 entry of this formula, charge and spin): 304.0 kJ/mol

Entry 8:
A molecular structure, C6H9NS at a distorted geometry. Source: the Open Molecules 2025 dataset; level of theory: the ωB97M-V functional and the def2-TZVPD basis.

Geometry (Å):
S: 1.130 -2.135 0.593
N: -0.111 1.058 -1.114
C: 0.317 0.971 1.072
C: -0.458 0.193 0.062
C: 1.320 0.573 -0.808
C: 0.530 -0.837 -0.363
C: -1.854 -0.087 0.288
C: 1.488 1.161 0.529
H: 2.393 1.535 1.104
H: 0.128 -1.458 -1.232
H: -2.522 0.831 0.051
H: -0.036 1.352 2.028
H: 0.344 -3.206 0.080
H: -2.269 -1.089 -0.396
H: -0.493 0.728 -2.033
H: -2.121 -0.180 1.624
H: 2.215 0.593 -1.485

HOMO-LUMO gap: 9.57 eV
HOMO energy: -8.92 eV
Multiplicity: 1
Relative energy (zero: lowest compared OMol25 entry of this formula, charge and spin): 455.1 kJ/mol

Entry 9:
C6H9NS in the gas phase at a distorted geometry. Source: the Open Molecules 2025 dataset; level of theory: the ωB97M-V functional and the def2-TZVPD basis.

Geometry (Å):
S: -0.990 -1.617 -0.672
N: 2.136 0.558 -0.393
C: 0.548 0.573 -0.831
C: -2.002 1.023 -0.238
C: 0.744 -1.382 0.423
C: 0.063 -0.404 1.407
C: 1.421 -0.634 -0.864
C: -0.745 0.115 0.051
H: -2.778 0.878 0.435
H: 1.904 -1.336 -1.711
H: -0.735 -0.986 1.848
H: 1.099 -2.291 0.935
H: -2.260 1.101 -1.240
H: 0.238 1.131 -1.797
H: -1.635 2.121 -0.084
H: 2.365 0.632 0.696
H: 0.627 0.518 2.034

SMILES: C[C@@]12C[C@@H](S1)[C@@H]1N[C@@H]12
HOMO-LUMO gap: 9.02 eV
HOMO energy: -8.44 eV
Multiplicity: 1
Relative energy (zero: lowest compared OMol25 entry of this formula, charge and spin): 509.9 kJ/mol

Entry 10:
C6H9NS in the gas phase at a distorted geometry. Source: the Open Molecules 2025 dataset; level of theory: the ωB97M-V functional and the def2-TZVPD basis.

Geometry (Å):
S: 3.927 -0.207 -0.110
N: 1.395 -0.830 -0.848
C: 0.495 1.763 0.361
C: 0.210 -0.394 -0.036
C: 2.272 -0.207 0.041
C: 1.157 0.430 0.895
C: -0.436 0.892 -0.553
C: -0.754 -1.576 0.353
H: -1.822 -1.228 0.428
H: -1.438 0.880 -0.201
H: 1.651 -1.633 -1.388
H: -0.509 0.938 -1.637
H: 1.178 2.553 -0.198
H: -0.535 -1.923 1.401
H: -0.715 -2.388 -0.313
H: 0.047 2.516 1.173
H: 1.176 0.275 1.968

SMILES: C[C@@]12CC[C@@H]1C(=S)N2
HOMO-LUMO gap: 8.89 eV
HOMO energy: -8.28 eV
Multiplicity: 1
Relative energy (zero: lowest compared OMol25 entry of this formula, charge and spin): 211.5 kJ/mol

Entry 11:
2 unconnected molecules or ions with the total composition C6H9O2S. Source: the Open Molecules 2025 dataset; level of theory: the ωB97M-V functional and the def2-TZVPD basis.

Geometry (Å):
S: -1.847 1.751 -1.159
O: -2.075 1.490 -2.609
O: -0.944 3.090 -0.882
C: 1.910 0.706 -1.617
C: -0.901 -3.071 3.157
C: -0.659 -0.831 1.768
C: 0.771 1.665 -1.951
C: -0.102 1.858 -0.704
C: -0.771 -1.845 2.393
H: -1.837 -3.071 3.717
H: -0.553 0.041 1.177
H: 1.189 2.634 -2.258
H: 1.522 -0.293 -1.420
H: -0.891 -3.931 2.487
H: -0.070 -3.161 3.860
H: 2.636 0.641 -2.432
H: 0.195 1.277 -2.807
H: 2.424 1.049 -0.719

HOMO-LUMO gap: 5.85 eV
Charge: -1
HOMO energy: -2.66 eV
Multiplicity: 1
Relative energy (zero: lowest compared OMol25 entry of this formula, charge and spin): 381.3 kJ/mol

Entry 12:
2 unconnected molecules or ions with the total composition C6H9O4P at a distorted geometry. Source: the Open Molecules 2025 dataset; level of theory: the ωB97M-V functional and the def2-TZVPD basis.

Geometry (Å):
P: -2.844 -0.131 -0.087
O: -4.130 -0.557 0.606
O: -2.695 1.529 0.343
O: -1.494 -0.751 0.391
O: -2.889 -0.073 -1.657
C: 0.745 0.841 -0.500
C: 1.838 -0.040 1.531
C: 1.288 -2.155 -0.947
C: 0.964 -0.201 0.476
C: 0.734 -1.570 0.062
C: 0.821 2.131 -0.221
H: 0.409 0.624 -1.524
H: -2.113 1.899 -0.325
H: 1.999 1.000 1.883
H: 0.472 2.856 -0.997
H: 1.221 -3.224 -1.201
H: 2.005 -1.614 -1.553
H: 0.163 -2.139 0.861
H: 1.259 2.450 0.691
H: 2.247 -0.877 2.168

HOMO-LUMO gap: 5.44 eV
Charge: -2
HOMO energy: 0.48 eV
Multiplicity: 1
Relative energy (zero: lowest compared OMol25 entry of this formula, charge and spin): 1.6 kJ/mol

Entry 13:
A molecular structure, C6H9O4P at a distorted geometry. Source: the Open Molecules 2025 dataset; level of theory: the ωB97M-V functional and the def2-TZVPD basis.

Geometry (Å):
P: 1.125 -0.909 1.175
O: 1.199 -1.467 -0.345
O: -0.377 -0.906 1.711
O: 2.087 -1.690 1.999
O: 1.516 0.610 1.086
C: 0.299 -0.778 -1.194
C: -1.231 -0.282 0.786
C: -0.759 1.215 0.687
C: 0.820 0.711 -1.254
C: 0.702 1.308 0.164
C: -1.066 -1.044 -0.548
H: -1.430 1.734 0.103
H: -0.751 1.713 1.617
H: 0.395 -1.186 -2.170
H: -1.276 -2.059 -0.231
H: 1.758 0.838 -1.769
H: -2.254 -0.529 1.111
H: 0.165 1.207 -1.901
H: -1.787 -0.833 -1.229
H: 0.864 2.347 0.200

HOMO-LUMO gap: 10.97 eV
HOMO energy: -10.50 eV
Multiplicity: 1
Relative energy (zero: lowest compared OMol25 entry of this formula, charge and spin): 155.8 kJ/mol

Entry 14:
2 unconnected molecules or ions with the total composition C6H9O6 at a distorted geometry. Source: the Open Molecules 2025 dataset; level of theory: the ωB97M-V functional and the def2-TZVPD basis.

Geometry (Å):
O: 4.791 0.949 -0.536
O: -2.536 0.502 -0.620
O: -4.013 1.995 0.921
O: -4.750 0.547 -1.205
O: 2.763 0.542 0.058
O: 4.185 -1.191 -0.155
C: 1.780 -0.335 0.502
C: -1.930 -0.862 -0.355
C: -3.715 0.774 -0.725
C: 3.962 -0.012 -0.204
C: 0.490 -0.111 -0.075
C: -0.713 -0.668 0.516
H: -0.931 0.048 1.344
H: -0.496 -1.602 1.060
H: 1.768 -0.460 1.600
H: -4.313 2.883 0.646
H: 5.666 0.584 -0.727
H: -1.722 -1.253 -1.354
H: 1.972 -1.385 0.129
H: 0.432 0.505 -0.983
H: -2.690 -1.452 0.163

<S²>: 0.755
HOMO-LUMO gap (spin up / spin down): 7.12 / 6.58 eV
Charge: +2
HOMO energy (spin up / spin down): -17.76 / -17.76 eV
Multiplicity: 2
Relative energy (zero: lowest compared OMol25 entry of this formula, charge and spin): 159.5 kJ/mol

Entry 15:
2 unconnected molecules or ions with the total composition C6H9OPS at a distorted geometry. Source: the Open Molecules 2025 dataset; level of theory: the ωB97M-V functional and the def2-TZVPD basis.

Geometry (Å):
S: -4.175 0.656 0.141
P: 0.908 1.093 -0.324
O: 1.279 2.374 -0.916
C: -3.605 -0.876 -0.412
C: 1.614 -0.369 -1.188
C: -2.558 1.304 0.085
C: -1.706 0.366 -0.345
C: -2.263 -0.890 -0.630
C: 1.338 0.958 1.457
H: 0.884 0.082 1.898
H: 1.368 -0.283 -2.244
H: -1.716 -1.745 -0.983
H: -2.381 2.321 0.363
H: 2.699 -0.374 -1.071
H: 1.189 -1.282 -0.786
H: 0.985 1.858 1.959
H: 2.426 0.906 1.539
H: -4.313 -1.670 -0.538

HOMO-LUMO gap: 8.71 eV
HOMO energy: -8.80 eV
Multiplicity: 1
Relative energy (zero: lowest compared OMol25 entry of this formula, charge and spin): 99.9 kJ/mol